The following is a DFT calculation (wB97M-V/def2-TZVPD) of 2 unconnected molecules or ions with the total composition C3H11NO3 in a non-equilibrium geometry.

```
! RIJCOSX wB97M-V def2-TZVPD def2/J DEFGRID3
* xyz 0 1
C -0.00482 1.99222 -0.15019
C 1.09969 -1.18673 -0.81378
N 0.80092 0.04468 -1.46825
O -0.42685 0.77492 -0.71302
O 0.29551 -0.25402 -2.72563
H 0.26790 0.59082 -3.19874
H 0.48613 2.62435 -0.89815
H -0.89746 2.49970 0.21885
H 0.69150 1.83311 0.68113
H 1.63655 -1.85305 -1.48534
H 1.67859 -0.96964 0.08134
H 0.12769 -1.64768 -0.43739
C -0.89718 -0.80963 2.17526
O -1.29940 -1.12847 0.86466
H -1.18698 -0.31438 0.26784
H 0.16626 -0.55054 2.22354
H -1.46716 0.03570 2.57128
H -1.07088 -1.68136 2.80659
*
```

Summary:
Orbital gap: 10.12 eV
Structure (SMILES): CON(C)O.CO
HOMO level: -9.3 eV